# 1
Density functional theory data (ωB97M-V/def2-TZVPD) for an isolated molecule of C5H12O3.

CARTESIAN COORDINATES (ANGSTROEM)
C: 1.04 2.02 -0.25
O: 0.81 1.04 0.73
C: -0.13 0.13 0.29
C: -0.33 -0.75 1.54
O: -1.27 0.82 -0.06
C: -2.25 0.01 -0.63
O: 0.32 -0.63 -0.79
C: 1.53 -1.33 -0.62
H: 1.34 1.59 -1.21
H: 0.09 2.53 -0.49
H: 1.80 2.71 0.08
H: -0.76 -1.72 1.29
H: -0.87 -0.21 2.33
H: 0.65 -1.01 1.94
H: -1.86 -0.55 -1.48
H: -3.11 0.64 -0.97
H: -2.57 -0.79 0.09
H: 2.23 -0.79 0.03
H: 2.03 -1.41 -1.62
H: 1.30 -2.29 -0.20

Energy above the lowest of the compared OMol25 structures with the same formula, charge and spin in kJ/mol: 183.9
SMILES: COC(C)(OC)OC
Spin multiplicity: 1
LUMO energy in Ha: 0.0349



# 2
Density functional theory data (ωB97M-V/def2-TZVPD) for a 3-piece molecular cluster, C5H12O3 overall.

CARTESIAN COORDINATES (ANGSTROEM)
C: -1.78 -1.48 -0.08
C: -0.83 -0.57 -0.07
C: 0.58 -1.01 0.13
O: 1.40 -0.54 1.11
C: 1.14 -1.77 -0.84
C: 2.61 -2.04 -0.87
H: -1.69 -2.54 0.16
H: -2.76 -1.20 -0.42
H: -0.84 0.49 -0.17
H: 0.84 -0.02 1.70
H: 0.45 -2.32 -1.48
H: 2.92 -2.60 0.02
H: 2.86 -2.69 -1.72
H: 3.19 -1.13 -0.94
O: 0.12 4.44 -2.61
H: 1.07 4.53 -2.74
H: -0.03 3.73 -1.98
O: -2.84 2.30 3.29
H: -3.22 2.96 3.89
H: -3.17 1.45 3.59

Energy above the lowest of the compared OMol25 structures with the same formula, charge and spin in kJ/mol: 243.3
SMILES: C=C/C(O)=C/C.O.O
Spin multiplicity: 1
LUMO energy in Ha: 0.0179



no.,largest force on an atom (hartree/bohr)
1,0.0444
2,0.0530